52
Properties=species:S:1:pos:R:3:forces:R:3:mulliken_charge:R:1 method="wB97M-V/def2-TZVPD" multiplicity=4 homo_energy_ha="-0.521 / -0.523" homo_lumo_gap_ev="6.012 / 6.328" total_charge=+2
Re 0.186 1.195 0.505 0.2001 0.0087 0.1549 0.591
Se -2.093 1.166 0.612 -0.3657 0.0803 -0.0002 0.354
Si -4.704 1.470 0.739 0.3716 -0.1046 -0.0443 0.393
O 0.514 3.079 0.507 0.0961 0.0634 -0.0526 -0.535
O 2.233 1.127 0.582 0.2089 -0.0402 -0.0103 -0.563
N 0.472 -0.892 0.497 -0.0530 0.0639 -0.0223 -0.366
N 0.625 -2.968 -0.180 0.0057 -0.1072 -0.0360 0.333
N 0.675 -8.419 -4.245 -0.0053 0.0290 0.0203 -0.387
C 3.170 1.989 0.621 -0.0977 -0.1709 -0.0022 1.457
C 1.359 5.253 0.515 -0.0225 0.1393 -0.0017 -0.652
C 0.416 -1.703 -0.554 0.0356 -0.0114 0.0197 -0.117
C 3.980 4.312 0.633 -0.0298 -0.0334 -0.0013 -0.618
C -5.075 -0.267 1.175 -0.0718 -0.1483 0.0493 -0.982
C 1.591 3.887 0.539 -0.1880 -0.2201 0.0037 0.749
C -4.978 2.007 -0.984 -0.0956 0.0752 -0.1630 -0.936
C 0.453 -5.079 -3.235 -0.0043 0.0115 -0.0211 -1.197
C 0.824 -2.968 1.189 0.0596 -0.0290 -0.0480 -0.091
C 0.659 -6.345 -2.696 -0.0051 -0.0708 -0.0662 0.326
C -4.739 2.725 2.063 -0.0410 0.1411 0.1412 -0.955
C 3.747 5.661 0.610 -0.0486 0.0418 -0.0013 -0.935
C 4.550 1.433 0.691 0.0233 0.0218 0.0083 -1.539
C 0.668 -7.500 -3.556 0.0091 0.0505 0.0393 -0.045
C 0.846 -5.381 -0.502 -0.0005 -0.0368 0.0273 -0.515
C 0.442 -3.968 -2.412 0.0006 0.0262 -0.0394 -0.479
C 2.909 3.389 0.598 0.1266 0.0532 0.0015 0.113
C 0.638 -4.126 -1.048 0.0043 0.0904 0.0768 2.224
C 0.857 -6.492 -1.328 0.0052 -0.0192 0.0262 -1.107
C 2.428 6.127 0.550 0.0279 0.0086 0.0013 -0.378
C 0.733 -1.685 1.601 0.0129 0.1107 -0.0263 -0.963
H -4.605 -0.536 2.121 -0.0284 -0.0439 -0.0010 0.356
H -4.232 3.639 1.753 -0.0136 0.0170 0.0359 0.349
H 4.511 0.349 0.701 -0.0144 -0.0051 -0.0022 0.296
H 1.001 -5.523 0.557 -0.0026 -0.0069 -0.0067 0.276
H 4.998 3.950 0.679 -0.0147 -0.0151 -0.0011 0.418
H -4.733 -0.944 0.390 -0.0284 -0.0368 0.0235 0.350
H 0.840 -1.281 2.593 -0.0193 0.0011 -0.0055 0.533
H -4.641 1.246 -1.687 -0.0209 0.0199 -0.0334 0.346
H -4.462 2.946 -1.188 -0.0174 -0.0011 -0.0379 0.350
H 2.239 7.192 0.531 -0.0009 -0.0056 -0.0003 0.419
H 1.018 -7.475 -0.909 -0.0002 0.0060 -0.0022 0.468
H 5.055 1.788 1.592 0.0046 0.0036 -0.0114 0.428
H 5.136 1.769 -0.166 0.0016 0.0027 0.0104 0.427
H 0.233 -1.386 -1.564 -0.0277 -0.0136 0.0037 0.324
H -6.155 -0.404 1.286 0.0186 0.0311 -0.0101 0.386
H -4.281 2.344 2.975 -0.0160 0.0348 0.0219 0.350
H -5.780 2.983 2.291 0.0188 -0.0135 -0.0200 0.376
H 0.339 5.607 0.470 0.0137 0.0152 -0.0015 0.460
H 0.284 -2.998 -2.859 0.0021 -0.0124 -0.0030 0.254
H 4.572 6.358 0.637 -0.0178 0.0058 -0.0015 0.429
H 1.025 -3.858 1.755 -0.0189 0.0011 -0.0162 0.396
H -6.049 2.171 -1.152 0.0226 -0.0061 0.0199 0.368
H 0.302 -4.966 -4.299 0.0009 -0.0020 0.0053 0.461



52
Properties=species:S:1:pos:R:3:forces:R:3:mulliken_charge:R:1 method="wB97M-V/def2-TZVPD" multiplicity=1 smiles="CCOc1ccc(/C=N/NC(=O)c2cc3c(OC)cc(OC)cc3[nH]2)cc1OC" e_above_lowest_ev=3.644 homo_energy_ha=-0.275 homo_lumo_gap_ev=7.712
O 2.898 -2.629 0.072 0.3132 0.1015 -0.0268 -0.576
O 2.620 4.241 -0.058 0.0385 -0.1634 0.0095 -0.725
O 7.418 -1.647 0.043 -0.3590 -0.1144 0.0029 -0.428
O -5.970 0.581 0.190 0.3517 -0.3744 0.1089 -0.387
O -4.909 -2.076 0.615 0.2456 0.1939 0.2132 -0.497
N 4.111 1.941 0.033 -0.0351 0.3405 0.0037 0.029
N 0.659 3.174 0.029 -0.2730 1.2256 -0.0868 -0.248
N -0.131 2.103 0.132 -0.4959 -0.7330 0.0667 -0.012
C 3.500 -0.220 0.051 0.2971 0.0977 -0.0019 1.145
C -1.396 2.264 0.129 0.6699 0.7701 -0.0908 -0.509
C -1.872 -0.149 0.465 -0.1064 0.2814 -0.0488 -0.725
C -4.616 0.366 0.258 -0.2148 -0.2601 0.0093 0.920
C -4.159 -0.956 0.455 0.1628 0.1368 -0.0395 0.528
C -2.312 1.155 0.247 -0.5149 -0.7223 0.0961 0.003
C -2.784 -1.172 0.561 -0.2690 0.0577 -0.0492 -0.636
C -6.242 -2.173 0.145 -0.6112 -0.1264 -0.3317 -0.297
C 2.031 3.170 0.001 -0.2031 0.2597 -0.0101 -0.145
C 2.332 0.586 0.042 -0.1955 0.4674 -0.0149 0.541
C 6.181 -1.078 0.046 -0.2108 0.2055 0.0006 0.989
C 5.116 -1.992 0.056 -0.1751 -0.1734 -0.0014 -0.855
C 4.604 0.681 0.044 -0.2059 -0.5856 0.0054 -0.887
C 3.790 -1.603 0.061 0.5646 -0.0998 0.0049 0.311
C 8.541 -0.801 0.036 0.1751 0.1536 -0.0017 -0.841
C 1.518 -2.364 0.135 -0.2626 0.0191 0.0038 -0.849
C 2.736 1.901 0.032 -0.1028 -0.6511 0.0155 -0.441
C -6.441 1.879 -0.071 -0.0875 0.2143 -0.0373 -0.996
C -6.328 -2.124 -1.376 0.1913 0.0059 0.4087 -1.014
C -3.686 1.387 0.150 0.2800 0.0672 -0.0062 -0.368
C 5.936 0.281 0.042 0.5001 -0.0722 -0.0002 -0.958
H 5.347 -3.044 0.062 0.0176 -0.1596 0.0050 0.464
H -6.070 2.259 -1.029 0.0003 -0.0076 0.0435 0.386
H -1.839 3.265 0.033 0.0911 -0.0264 0.0002 0.320
H -2.461 -2.188 0.727 0.0131 -0.1293 0.0161 0.441
H 0.237 4.107 -0.024 0.2502 -0.3136 0.0243 0.268
H 1.037 -3.341 0.176 -0.0122 0.1059 -0.0012 0.297
H 8.570 -0.164 0.926 -0.0129 -0.0178 -0.0391 0.328
H 4.629 2.804 0.021 -0.0280 -0.0490 -0.0073 0.211
H 1.262 -1.800 1.036 -0.0142 -0.0068 -0.0339 0.359
H 6.720 1.020 0.036 0.1446 0.0345 -0.0016 0.441
H -6.874 -1.401 0.590 0.1082 -0.2087 -0.0124 0.233
H -4.022 2.401 -0.004 -0.0807 0.0969 -0.0189 0.403
H -7.525 1.790 -0.116 0.0725 0.0717 -0.0055 0.250
H -7.350 -2.311 -1.691 -0.1231 -0.0117 -0.0650 0.361
H 9.408 -1.459 0.036 -0.0317 0.0856 -0.0006 0.243
H -6.022 -1.148 -1.744 -0.0045 0.0912 -0.0751 0.245
H 1.171 -1.830 -0.753 -0.0054 -0.0106 0.0467 0.377
H -0.818 -0.342 0.557 0.1638 -0.0555 0.0278 0.422
H 8.565 -0.172 -0.861 -0.0128 -0.0170 0.0400 0.328
H -5.678 -2.880 -1.812 0.0183 -0.0794 -0.0683 0.312
H 1.307 0.285 0.033 -0.0383 -0.0518 0.0055 0.508
H -6.170 2.576 0.729 0.0039 -0.0166 -0.0430 0.356
H -6.569 -3.153 0.507 0.0125 0.1538 -0.0395 0.376



53
Properties=species:S:1:pos:R:3:forces:R:3:mulliken_charge:R:1 method="wB97M-V/def2-TZVPD" multiplicity=1 smiles="COc1ccc(S(=O)(=O)N2CC=C(C(=O)Nc3ccc(NC(C)=O)cc3)CC2)cc1" e_above_lowest_ev=2.652 homo_energy_ha=-0.290 homo_lumo_gap_ev=8.457
S 0.179 -2.141 -2.404 -0.5018 -0.1933 -0.2052 1.349
O 0.157 -0.845 3.489 0.0676 0.0167 0.1839 -0.697
O 0.674 -0.791 -2.419 -0.2781 -0.0263 -0.1249 -0.712
O -3.261 -2.956 -7.129 0.1227 0.2664 0.1129 -0.428
O 1.126 -3.213 -2.306 -0.1574 -0.2000 0.0515 -0.772
O 2.639 6.745 4.543 -0.0102 0.1152 -0.2799 -0.616
N -0.973 -2.370 -1.199 0.7852 -0.0612 -0.6168 0.182
N 0.392 1.039 2.220 -0.0849 0.0292 -0.4460 -0.019
N 2.274 4.885 5.813 -0.0049 -0.2267 0.3702 -0.172
C 1.802 3.947 4.888 -0.1276 -0.2275 -0.2790 0.803
C -3.721 -4.232 -7.512 -0.0833 -0.2141 -0.0672 -0.826
C 0.995 1.703 4.503 -0.0433 -0.1554 -0.0098 -0.581
C -1.727 -1.182 -0.873 -0.1329 0.6098 -0.0392 -1.355
C -2.082 -3.909 -5.223 -0.1052 -0.0704 -0.1411 -0.353
C 3.121 6.842 6.894 0.0189 0.1625 -0.1931 -1.307
C -0.845 -2.392 -3.843 0.3956 0.1586 0.4553 -0.257
C -1.270 -3.673 -4.127 0.0259 -0.0031 -0.0252 -0.925
C -0.925 -0.225 0.016 -0.0965 -0.1519 -0.1509 -0.882
C -0.349 -0.985 1.178 -0.0742 -0.3514 -0.1292 0.776
C 1.662 4.223 3.531 0.0519 0.1481 0.0071 -0.481
C 1.462 2.680 5.358 0.0663 0.2981 -0.1486 -0.803
C -2.472 -2.844 -6.036 0.1419 0.2042 0.1609 0.844
C 0.084 -0.275 2.418 0.0251 -0.1203 -0.0380 0.228
C 2.659 6.178 5.611 0.1079 0.0658 0.5183 0.804
C -2.033 -1.550 -5.733 -0.1242 -0.2026 -0.1158 -0.735
C -0.211 -2.310 1.137 -0.0174 0.2687 0.0641 -0.472
C 1.196 3.246 2.676 -0.0711 -0.3059 0.1486 -0.870
C -1.221 -1.327 -4.642 0.0509 0.0737 -0.0113 -0.073
C -0.574 -3.146 -0.043 0.2182 -0.3333 0.1092 -0.970
C 0.859 1.977 3.145 0.1372 0.2778 0.3253 0.532
H 1.920 5.199 3.156 0.0040 0.0189 -0.0112 0.513
H 0.186 -2.831 1.997 0.0214 0.0124 0.1578 0.450
H -0.859 -0.340 -4.402 0.0045 0.1509 -0.0311 0.526
H 3.975 6.309 7.307 0.0525 -0.0380 0.0761 0.325
H 1.095 3.470 1.623 -0.0068 0.0367 -0.1184 0.319
H -2.401 -4.916 -5.435 -0.0326 -0.0787 -0.0350 0.387
H 2.337 4.535 6.759 0.0307 0.1779 -0.1596 0.180
H -0.121 0.197 -0.596 -0.1203 0.1633 0.0930 0.516
H -1.577 0.581 0.362 0.0131 0.0041 -0.0036 0.589
H 0.739 0.727 4.878 -0.0029 -0.0172 0.0081 0.527
H 0.361 1.376 1.269 -0.0401 -0.1460 0.1181 0.054
H -1.396 -3.825 0.226 0.1124 0.0206 -0.0375 0.312
H 1.566 2.454 6.410 0.0059 -0.0349 0.1118 0.260
H -4.351 -4.681 -6.738 0.0350 0.0164 -0.0203 0.339
H -2.642 -1.497 -0.361 0.0330 0.0241 -0.0932 0.511
H -2.890 -4.905 -7.744 -0.0259 0.0250 0.0219 0.342
H 0.280 -3.754 -0.352 -0.1326 -0.0973 0.2152 0.490
H -1.996 -0.699 -1.815 -0.1992 0.0863 0.1120 0.384
H -4.315 -4.071 -8.410 0.0377 -0.0629 0.0711 0.237
H 2.318 6.844 7.628 -0.0366 -0.0103 0.0926 0.326
H -0.948 -4.481 -3.490 -0.0251 -0.1941 0.0306 0.417
H -2.342 -0.742 -6.378 -0.0204 0.1044 -0.0631 0.435
H 3.410 7.867 6.680 -0.0098 -0.0131 -0.0214 0.353